Entry 1:
The following is a DFT calculation (ωB97M-V/def2-TZVPD) of a cluster of 14 separate species, C14H56N28O14 in total.

Geometry as XYZ:
```
112
Properties=species:S:1:pos:R:3:forces:R:3:mulliken_charge:R:1
C 2.417814 1.351718 3.336590 2.61 2.88 -1.89 -0.013
O 1.319854 1.354898 3.791650 -3.50 -0.14 1.28 -0.773
N 3.291024 0.400678 3.511440 2.32 -3.20 0.71 -0.312
N 2.970234 2.356908 2.600310 -0.99 1.12 -0.45 -0.059
H 3.010084 -0.499102 3.874170 -0.24 0.22 -0.23 0.202
H 4.153334 0.444778 2.987440 -0.11 -0.08 0.18 0.184
H 2.511354 3.240118 2.428640 -0.66 -0.19 0.55 0.177
H 3.933954 2.307178 2.302200 -0.30 -0.24 0.16 0.227
C 4.834164 -0.513342 -1.735440 -0.30 3.60 -1.92 0.716
O 4.222504 0.523918 -2.106260 0.41 -1.26 1.44 -0.558
N 4.755934 -1.610372 -2.429800 -0.82 -2.99 -1.28 -0.438
N 5.826034 -0.607392 -0.864340 1.70 0.49 2.75 -0.354
H 5.253394 -2.387292 -2.018670 -0.58 -0.39 -0.93 0.148
H 4.108744 -1.677812 -3.202260 0.23 -0.19 0.27 0.231
H 6.065144 0.079568 -0.163610 -0.47 0.12 -0.31 0.131
H 6.267014 -1.501552 -0.702790 -0.13 0.28 -0.02 0.173
C -3.649846 -1.567402 2.517130 -0.40 -2.52 1.19 0.298
O -2.576796 -1.279852 2.101910 3.69 1.73 -2.62 -0.303
N -3.902396 -1.650252 3.786560 -0.63 1.64 5.11 -0.342
N -4.605126 -2.221622 1.899730 -2.73 -0.79 -2.20 -0.309
H -3.335566 -1.167032 4.468690 0.27 -0.18 -0.12 0.136
H -4.773166 -2.008482 4.151990 0.37 0.02 -0.18 0.144
H -5.473646 -2.018702 2.373640 -0.43 -0.71 -1.16 0.168
H -4.534216 -2.534402 0.942000 -0.47 0.41 0.36 0.273
C -3.261046 -0.025372 -4.480170 0.71 2.35 -0.80 0.348
O -3.623736 0.963858 -5.052370 -0.14 2.94 -0.59 -0.727
N -2.320026 -0.121182 -3.549020 1.82 1.26 2.68 0.516
N -3.661966 -1.175542 -4.832090 -2.39 -5.81 -1.02 -0.154
H -1.838476 0.717838 -3.258770 -0.67 -0.24 0.30 0.110
H -2.129826 -0.994392 -3.078460 0.08 0.32 -0.10 -0.204
H -4.094206 -1.368312 -5.724340 -0.11 0.31 0.54 0.211
H -3.432616 -1.908062 -4.175660 -0.16 -0.38 -1.18 0.154
C 2.130824 3.101738 -3.017250 1.29 7.61 -2.20 0.289
O 1.398844 4.036868 -3.295650 -0.48 1.49 0.39 -0.737
N 3.457144 3.215868 -2.996690 2.81 1.10 -0.50 -0.275
N 1.728764 1.967578 -2.787710 -3.34 -9.10 2.28 0.160
H 4.041764 2.405358 -2.850410 -0.16 0.03 -0.12 0.314
H 3.834544 4.016168 -3.483710 0.05 -0.19 0.12 0.190
H 0.910834 1.844548 -2.208100 -0.09 -0.33 -0.66 -0.048
H 2.131624 1.221488 -3.336500 -0.18 -0.39 0.89 0.132
C -4.248636 1.981298 1.614530 2.62 1.43 0.72 0.790
O -3.689506 2.494958 2.564600 0.81 0.42 1.30 -0.848
N -3.680696 1.591218 0.490100 0.26 -1.36 -2.63 -0.165
N -5.532736 1.817598 1.569140 -3.56 -0.53 0.51 -0.474
H -2.774236 1.734888 0.068450 -0.17 0.20 0.74 0.132
H -4.405746 1.135588 -0.045440 1.08 -0.31 -1.02 -0.069
H -5.917086 1.486928 0.695630 -0.81 -0.19 0.74 0.157
H -5.982956 1.803828 2.473140 -0.45 0.03 -0.56 0.242
C 0.700724 0.623448 -5.565020 -0.07 -0.08 -3.17 0.759
O 1.242804 0.155518 -6.551480 1.36 -0.62 -0.76 -0.780
N 0.220454 1.842128 -5.565850 -0.50 3.81 -0.94 -0.223
N 0.417264 -0.044182 -4.508400 -0.37 -2.39 4.13 0.352
H -0.414516 2.297078 -4.925580 0.34 -0.36 0.10 0.140
H 0.538394 2.406988 -6.340410 -0.30 -0.06 0.16 0.212
H 0.614134 -1.031772 -4.430900 -0.30 0.42 -0.13 0.054
H -0.123716 0.444088 -3.809090 0.42 -0.88 -0.01 -0.563
C -0.512226 3.992848 2.891600 2.94 2.84 -0.38 0.569
O 0.613334 4.503708 3.148480 -0.91 -1.15 0.14 -0.818
N -0.952806 2.816228 3.136470 0.51 -4.48 1.84 0.029
N -1.386006 4.682058 2.202560 -1.99 3.02 -1.84 -0.316
H -1.914876 2.527348 3.031350 -0.12 0.18 -0.16 0.336
H -0.244606 2.184698 3.482470 -0.23 0.01 0.12 0.117
H -2.231096 4.268888 1.834840 0.10 0.26 0.28 0.167
H -1.164816 5.657488 2.062170 -0.27 -0.29 -0.19 0.207
C -5.126016 -1.646822 -1.243060 -1.43 1.84 1.72 0.723
O -5.964506 -0.920772 -0.704380 0.11 -0.07 0.00 -0.703
N -5.338156 -2.453532 -2.251010 -1.87 -1.51 -2.33 -0.330
N -3.873166 -1.780752 -0.874770 3.47 -0.26 0.95 -0.218
H -4.524576 -2.921062 -2.624640 -0.91 -0.47 -0.41 0.108
H -6.299956 -2.735882 -2.374750 0.41 -0.07 -0.66 0.251
H -3.437836 -1.453162 -0.024320 0.01 0.56 -0.33 0.145
H -3.396096 -2.489292 -1.413730 0.79 0.34 0.66 -0.056
C 0.916964 -2.938192 2.946770 -1.07 0.31 -0.58 0.522
O 1.371674 -1.827032 2.804990 1.32 0.98 0.46 -0.302
N -0.299476 -3.255442 2.518230 -2.02 -0.02 -0.91 -0.124
N 1.512074 -3.986132 3.476900 2.88 -2.49 2.03 -0.495
H -0.691996 -4.151032 2.771100 -0.23 0.51 0.02 0.246
H -0.907996 -2.454882 2.423890 -0.52 -0.33 -0.39 -0.054
H 1.048964 -4.869322 3.636930 -0.20 0.44 -0.16 0.147
H 2.281134 -3.853832 4.118100 0.04 0.24 -0.41 0.231
C 0.556324 -0.355172 -0.075940 -2.81 0.37 -2.32 -0.047
O 0.084034 -0.770962 -1.158210 -0.87 -0.87 0.44 -0.719
N 1.721164 0.204648 -0.082310 2.37 0.95 2.01 0.530
N -0.130386 -0.145652 1.070160 -1.28 -0.70 -0.66 1.098
H 1.798704 0.431478 0.898830 2.46 0.76 -0.32 -0.078
H 2.443724 0.083908 -0.777590 -0.12 0.14 0.24 -0.048
H 0.250854 0.310048 1.886910 0.00 -0.19 -0.10 -0.288
H -1.088636 -0.464052 1.091930 0.05 0.09 0.29 -0.459
C 5.824584 2.323688 0.781640 -0.04 -0.35 1.05 0.389
O 5.337394 1.804408 1.740270 -1.06 -2.35 2.71 -0.670
N 5.178564 2.622528 -0.314740 1.16 1.35 -1.83 -0.128
N 7.137244 2.573368 0.816420 2.01 1.12 -1.44 -0.474
H 4.236314 2.398438 -0.601180 0.23 -0.06 0.21 0.089
H 5.902354 2.934168 -0.946500 -1.30 0.10 -1.23 0.188
H 7.691874 2.376168 1.637160 -0.51 0.24 -0.10 0.248
H 7.413634 3.322238 0.197630 0.76 -0.14 0.35 0.156
C -1.060236 -3.526102 -3.602240 -0.87 3.12 -0.14 0.701
O -2.216646 -3.074202 -3.584140 -0.06 -1.73 0.87 -0.684
N -0.549886 -4.524662 -4.271640 0.67 -3.63 -2.25 -0.457
N -0.057006 -2.827172 -3.087770 1.47 1.46 1.14 -0.131
H 0.397204 -4.371972 -4.587550 -0.30 -0.43 0.04 0.133
H -1.045926 -5.242782 -4.779920 -0.35 0.50 0.23 0.249
H -0.181066 -1.915332 -2.671540 -0.06 -0.11 0.59 -0.016
H 0.894264 -3.158472 -3.161430 -0.33 0.07 0.36 0.186
C -0.970326 -1.020192 5.704970 -0.91 -1.73 -4.64 0.483
O -1.660596 -1.992432 5.768530 -2.66 -3.17 -0.65 -0.725
N -0.472866 -0.512292 6.710520 4.34 4.24 8.17 -0.364
N -0.540476 -0.417032 4.608610 -0.43 0.44 -3.81 0.268
H -0.457956 -1.010572 7.588930 -0.36 0.15 -0.23 0.274
H 0.337144 0.059028 6.516650 -0.10 0.13 0.65 0.144
H -0.523266 -0.927422 3.737230 -0.40 0.07 0.31 -0.416
H -0.054256 0.463028 4.512710 0.25 -0.34 0.70 0.446
```
Positions in Å, forces in eV/Å.

Values from the calculation:
E_tot: -85822.981 eV
HOMO: -8.37 eV
Kohn-Sham gap: 8.0916 eV



Entry 2:
The following is a DFT calculation (ωB97M-V/def2-TZVPD) of a cluster of 14 separate species, C14H56N28O14 in total.

Geometry as XYZ:
```
112
Properties=species:S:1:pos:R:3:forces:R:3:mulliken_charge:R:1
C 2.444095 -4.272138 -2.236931 -1.21 -0.10 -0.62 0.522
O 3.310870 -5.027585 -1.890766 0.54 0.00 0.24 -0.638
N 2.353250 -3.779743 -3.604037 -1.22 0.28 1.35 -0.397
N 1.404874 -3.819064 -1.408125 0.52 0.20 -1.09 -0.132
H 2.806353 -4.294590 -4.344914 0.25 -0.41 0.61 0.224
H 1.378373 -3.587713 -3.851432 0.47 0.04 0.02 0.154
H 1.224414 -4.170214 -0.457357 0.50 -0.01 -1.00 0.153
H 0.645553 -3.350673 -1.895418 0.05 0.02 0.52 0.051
C 2.139222 1.574092 5.345312 -1.91 2.56 1.02 0.396
O 3.222849 1.903447 5.779034 0.76 0.23 -0.28 -0.697
N 1.103468 2.596008 5.052675 1.30 -1.23 -0.60 -0.435
N 1.696661 0.320598 5.364033 -1.54 -1.52 -0.84 -0.148
H 0.363140 2.325175 4.415704 -0.16 -0.61 0.24 0.246
H 1.437336 3.491466 4.699544 0.58 -0.41 0.51 0.287
H 0.757427 0.107589 5.011135 0.45 0.21 0.26 0.203
H 2.194527 -0.439875 5.813862 0.12 0.69 -0.21 0.214
C -6.132575 -0.706786 -0.633233 -0.72 0.17 0.81 0.547
O -6.411858 -1.535954 -1.514563 0.68 1.64 1.40 -0.667
N -5.145582 -0.926073 0.386837 -2.19 1.58 -1.91 -0.244
N -6.832214 0.540661 -0.406394 2.11 -2.70 0.01 -0.327
H -4.888969 -0.111405 0.941237 0.18 -0.58 0.01 0.152
H -4.716591 -1.818126 0.444740 0.45 -0.40 -0.05 0.153
H -7.562427 0.885784 -0.995718 0.10 -0.16 -0.20 0.199
H -6.418005 1.074310 0.344221 -0.45 0.51 -0.17 0.245
C -1.608628 3.185935 -3.017253 1.75 -1.10 0.11 0.450
O -2.270942 3.777694 -2.159037 -0.09 -0.30 -0.89 -0.765
N -0.531207 3.678224 -3.674084 -0.25 1.90 0.43 -0.387
N -1.673241 1.869486 -3.358926 -2.80 -2.08 1.22 -0.285
H 0.000400 3.041827 -4.243345 0.40 0.31 -0.01 0.268
H -0.207635 4.590776 -3.378788 0.14 -0.33 -0.39 0.245
H -2.392863 1.260224 -2.917463 0.83 0.99 -0.49 0.218
H -0.895886 1.354888 -3.750286 0.18 0.41 -0.06 0.311
C -1.817103 -2.335500 -3.670675 -2.03 0.47 0.03 0.436
O -0.679775 -2.132093 -3.319007 2.46 -0.55 -0.06 -0.311
N -2.826326 -1.924848 -2.892684 -0.71 1.05 1.83 -0.217
N -2.309091 -2.788725 -4.833058 -0.70 -1.16 -2.51 -0.421
H -2.536262 -1.453566 -2.052401 0.06 0.06 0.41 -0.187
H -3.831136 -2.001156 -2.993032 0.35 -0.36 -0.31 0.253
H -2.068049 -3.454216 -5.566617 1.20 0.44 0.97 0.227
H -3.291762 -2.659131 -4.882687 -0.69 0.06 -0.06 0.140
C 4.182006 0.422744 -1.220915 1.07 -0.55 -0.66 0.254
O 3.207240 -0.298759 -1.419263 1.07 0.57 0.17 -0.518
N 5.303232 0.089041 -0.462951 -0.46 0.65 -0.32 -0.398
N 4.401966 1.642977 -1.867815 0.11 -0.54 1.39 -0.352
H 5.753629 0.885184 -0.075823 0.55 0.44 0.22 0.160
H 5.537626 -0.750170 0.030272 -0.98 -0.49 -0.08 0.261
H 3.914643 1.825052 -2.716296 -0.38 0.10 -0.28 0.210
H 5.291183 2.113432 -1.694255 -0.67 -0.35 -0.46 0.163
C -2.386855 0.050479 4.327487 0.39 -1.22 -0.67 0.462
O -1.260774 0.536842 4.373652 0.32 -0.57 -0.36 -0.521
N -2.755824 -1.172720 3.791580 -0.84 1.20 0.85 -0.301
N -3.444266 0.735033 4.807409 -1.51 0.74 1.35 -0.462
H -3.764516 -1.335383 3.832309 0.91 -0.35 -0.42 0.163
H -2.166189 -1.787520 3.268926 0.38 -0.08 -0.22 0.163
H -4.297331 0.255446 5.080961 0.32 -0.07 -0.47 0.183
H -3.222931 1.414399 5.518299 0.33 0.23 -0.28 0.270
C 2.876331 -2.934018 2.143677 2.16 2.24 0.26 0.262
O 1.944825 -3.713853 2.067775 1.12 -0.08 0.75 -0.698
N 3.685222 -2.612224 3.344330 -1.58 -0.82 -1.77 -0.383
N 3.376187 -2.199244 1.046371 -0.88 -0.61 0.99 -0.104
H 3.640846 -3.195356 4.155476 -0.53 -0.31 0.01 0.232
H 4.110148 -1.710144 3.535218 -0.28 -0.26 -0.79 0.160
H 2.867515 -2.175433 0.154424 -0.04 -0.36 0.70 0.052
H 3.623010 -1.272437 1.347305 0.38 0.49 -0.13 0.210
C -0.315052 -0.308802 -0.067353 0.39 -0.37 -1.52 0.912
O -1.538855 -0.484411 -0.071566 -0.86 -0.22 -0.43 -0.873
N 0.479597 -0.286726 -1.146032 -0.44 0.20 -0.94 1.206
N 0.368763 -0.146858 1.031704 1.09 0.10 3.17 0.654
H 1.480586 -0.366309 -1.122541 0.27 0.19 0.29 -0.313
H 0.101782 -0.360067 -2.059635 -0.62 -0.17 -0.46 -0.603
H 1.361743 0.023816 1.006693 0.13 0.14 0.12 -0.410
H -0.017295 -0.456793 1.913837 -0.09 0.36 -0.15 0.189
C 0.028726 4.140543 0.949123 -1.34 -1.56 -1.93 0.299
O 0.773691 5.086100 0.955339 1.10 1.12 0.87 -0.728
N -0.983332 3.924723 1.825513 -0.64 -1.08 0.29 -0.140
N 0.186247 3.207615 -0.126873 0.75 1.32 1.07 0.308
H -1.166587 4.571744 2.590869 0.26 -0.31 -0.66 0.246
H -1.615092 3.113099 1.695326 0.69 0.97 0.13 0.046
H 0.804582 3.699602 -0.788170 -0.82 -0.85 0.14 0.266
H -0.563548 2.633047 -0.483858 0.05 0.27 0.10 -0.307
C -4.126209 2.467511 0.502140 1.08 0.03 -1.87 0.461
O -4.911505 2.038145 1.296502 -1.50 -1.23 2.29 -0.825
N -2.994400 1.881175 0.053731 0.25 0.47 0.26 0.439
N -4.316018 3.631043 -0.160382 -1.53 1.32 0.48 -0.420
H -2.584389 0.990900 0.320302 -0.23 -0.07 -0.24 -0.036
H -2.705862 2.457556 -0.722238 1.21 -0.79 -0.34 -0.213
H -3.878889 3.776156 -1.040451 0.52 0.27 -0.60 0.167
H -5.251101 3.995623 -0.088208 0.03 0.06 0.11 0.264
C 3.452973 1.925480 2.104230 0.39 1.67 -0.41 0.042
O 3.202039 0.810208 1.761059 -0.47 -3.51 -0.62 -0.573
N 3.081587 2.974941 1.288952 0.03 -0.23 -0.76 -0.357
N 4.255698 2.216285 3.151815 -0.44 1.81 0.93 -0.360
H 2.510328 3.716052 1.661941 0.07 0.35 -0.04 0.297
H 2.724535 2.585240 0.406514 -0.15 0.53 0.78 0.213
H 4.061794 3.186859 3.433190 0.76 -0.54 0.08 0.258
H 4.191043 1.624793 3.971430 0.00 -0.16 -0.14 0.330
C -1.171599 -4.409479 0.974472 -0.31 1.73 0.05 0.468
O -2.279821 -4.614855 0.475551 1.72 0.09 0.58 -0.647
N -0.717307 -3.056189 1.340131 -1.23 -2.18 -0.50 -0.145
N -0.204872 -5.341907 1.287172 -0.92 0.29 -0.41 -0.356
H 0.293236 -3.029074 1.487108 -0.56 0.54 -0.27 0.311
H -1.218200 -2.307603 0.835474 0.56 -0.63 0.29 -0.095
H 0.575465 -5.004036 1.812799 0.44 -0.24 0.03 0.298
H -0.208993 -6.281397 0.917971 -0.33 0.30 0.19 0.202
C 1.827647 0.314321 -4.833068 1.40 -0.45 0.07 0.359
O 1.062016 1.172477 -4.423278 -0.45 0.98 -0.39 -0.579
N 1.691474 -0.962052 -4.459756 -0.50 0.26 -0.58 0.022
N 3.007470 0.606635 -5.582455 -0.94 1.00 0.45 -0.602
H 0.771394 -1.203969 -4.083774 0.64 -0.43 0.08 0.008
H 2.455314 -1.610129 -4.513619 -0.11 -0.27 0.13 0.275
H 3.159430 0.078124 -6.416595 -0.01 -0.86 -0.14 0.227
H 3.008117 1.578461 -5.879330 -0.09 -0.05 0.38 0.307
```
Positions in Å, forces in eV/Å.

Values from the calculation:
E_tot: -85829.457 eV
HOMO: -9.35 eV
Kohn-Sham gap: 9.5996 eV



- Number 2 is which compound?
  C14H56N28O14